Molecular formula: C37H40N2O4PtSTe
Method: DFT, the ωB97M-V functional and the def2-TZVPD basis

Each line ends with the Löwdin charge.
Cartesian coordinates (Å):
Pt1 0.373715 1.478894 -0.523238  0.69
C1 -3.453199 -0.736118 3.141128  0.03
C2 -2.316075 -1.589334 2.636758  -0.60
C3 -2.296194 -2.949384 3.324447  0.02
O1 -2.451800 -1.754425 1.233680  -0.01
C4 -1.152005 -1.739277 0.629694  -0.13
C5 -0.202706 -1.422596 1.829516  -0.16
O2 -1.101392 -0.908709 2.815121  -0.01
C6 1.045360 -0.502265 1.810967  -0.41
O3 0.756378 0.815129 1.454632  -0.32
C7 2.228109 -1.104064 1.020719  -0.17
C8 2.186025 -2.282283 0.287188  -0.03
C9 3.320220 -2.749544 -0.374653  -0.08
C10 4.518207 -2.054327 -0.292225  -0.10
C11 4.572329 -0.877102 0.448795  -0.10
C12 3.435434 -0.409603 1.091390  -0.07
C13 1.507050 -0.513406 3.310351  -0.14
C14 1.347561 0.625085 4.093205  -0.02
C15 1.754466 0.631532 5.426183  -0.08
C16 2.321603 -0.503839 5.992260  -0.11
C17 2.486366 -1.644032 5.214971  -0.09
C18 2.087998 -1.645694 3.882362  -0.03
C19 -1.222027 -0.912269 -0.694386  -0.44
O4 0.048875 -0.778593 -1.189516  -0.27
C20 -1.847588 0.517432 -0.561741  -0.20
C21 -1.893061 1.270617 0.627931  -0.08
C22 -2.543111 2.527501 0.641891  -0.07
C23 -3.132928 3.024807 -0.491985  -0.13
C24 -3.049421 2.306483 -1.695830  -0.10
C25 -2.413313 1.090958 -1.734714  -0.05
C26 -2.111000 -1.784939 -1.622913  -0.15
C27 -1.486776 -2.652861 -2.512925  -0.03
C28 -2.233043 -3.537851 -3.290389  -0.09
C29 -3.614762 -3.570027 -3.175414  -0.10
C30 -4.250204 -2.694818 -2.300180  -0.08
C31 -3.506079 -1.809146 -1.529397  -0.03
H1 -4.393893 -1.264354 2.977077  0.09
H2 -3.476778 0.211628 2.599359  0.08
H3 -3.321255 -0.545073 4.207890  0.10
H4 -3.259849 -3.441198 3.177360  0.09
H5 -2.108745 -2.814752 4.391280  0.10
H6 -1.515728 -3.588139 2.905194  0.09
H7 -0.902694 -2.742783 0.289388  0.15
H8 0.172188 -2.388720 2.175918  0.14
H9 1.264546 -2.846249 0.207828  0.10
H10 3.264886 -3.668810 -0.948613  0.10
H11 5.402147 -2.424468 -0.801690  0.09
H12 5.503446 -0.322242 0.524440  0.10
H13 3.469351 0.512786 1.666423  0.13
H14 0.907298 1.502573 3.636960  0.11
H15 1.629568 1.528974 6.022984  0.10
H16 2.637340 -0.500803 7.031133  0.09
H17 2.935789 -2.534437 5.644491  0.10
H18 2.246742 -2.536189 3.278150  0.12
H19 -1.501213 0.863006 1.548874  0.10
H20 -2.600549 3.083548 1.572879  0.12
H21 -3.659253 3.972040 -0.460229  0.11
H22 -3.503783 2.700039 -2.598789  0.11
H23 -2.385735 0.529874 -2.658595  0.13
H24 -0.401342 -2.627960 -2.579810  0.11
H25 -1.728123 -4.210177 -3.977177  0.10
H26 -4.196779 -4.271967 -3.763784  0.10
H27 -5.330900 -2.706438 -2.210620  0.10
H28 -4.010174 -1.138624 -0.842763  0.12
C32 -1.228742 5.206518 -1.554521  -0.42
Te1 0.381372 3.822222 -1.763108  1.25
C33 1.481137 4.826182 -0.243974  -0.41
H29 -0.818393 6.197189 -1.757072  0.01
H30 -1.640630 5.168601 -0.546333  0.00
H31 -2.006790 4.972974 -2.282066  0.00
H32 0.842786 4.920482 0.632592  0.01
H33 1.793172 5.806221 -0.603907  0.01
H34 2.344305 4.208509 -0.006163  -0.01
C34 3.613594 2.492607 -4.387330  -0.02
N1 2.588280 1.466507 -4.243462  -0.12
C35 1.990541 0.764137 -5.279382  -0.05
C36 1.110234 -0.082228 -4.708185  -0.06
N2 1.182156 0.093870 -3.345709  0.08
C37 2.081161 1.035694 -3.061122  -0.71
S1 2.585994 1.618334 -1.501084  0.61
H35 3.503874 2.975537 -5.355140  0.09
H36 4.610794 2.060363 -4.312285  0.10
H37 3.490300 3.225968 -3.596539  0.06
H38 2.237380 0.945213 -6.314560  0.12
H39 0.439553 -0.802325 -5.156523  0.12
H40 0.568405 -0.415562 -2.553401  0.11

Atoms 1-6, force components in eV/Å:
0.231 1.572 -0.036
-0.048 0.130 0.001
-0.037 -0.193 0.029
0.036 -0.047 -0.019
0.125 -0.004 -0.188
-0.128 0.433 0.131

Calculated values
Total charge = 0
2S+1 = 1
Electronic energy = -71561.925 eV
E_HOMO (spin up / spin down) = -0.2601 / -0.2597 Ha
LUMO level (spin up / spin down) = -0.0271 / -0.0270 Eh
ΔE to the lowest compared entry with this formula, charge and spin = 136.6 kJ/mol
HOMO-LUMO gap (spin up / spin down) = 6.34 / 6.33 eV